{"formula": "C5H8O", "method": "ωB97M-V/def2-TZVPD", "largest_force_ev_per_a": 1.796, "mol_weight_g_mol": 84.1, "smiles": "C1OC[C@H]2C[C@@H]12", "gap_ev": 10.73, "symbols": ["H", "C", "C", "C", "O", "H", "H", "H", "C", "H", "H", "H", "H", "C"], "xyz": [[2.210, 0.362, -0.886], [1.137, 0.325, -0.759], [-0.912, -1.044, -0.531], [0.616, 0.439, 0.633], [-1.584, 0.309, -0.104], [1.323, 0.614, 1.435], [-1.283, -2.055, -0.213], [-1.101, 0.813, 1.881], [-0.762, 0.977, 0.844], [-1.134, -0.960, -1.592], [-0.678, 2.072, 0.712], [1.105, -1.716, 0.264], [0.539, 0.743, -1.566], [0.525, -0.879, -0.119]]}

---

{"formula": "H16O8", "method": "ωB97M-V/def2-TZVPD", "largest_force_ev_per_a": 6.767, "mol_weight_g_mol": 144.1, "smiles": "O.O.O.O.O.O.O.O", "gap_ev": 9.79, "symbols": ["O", "H", "H", "H", "H", "H", "H", "H", "O", "O", "H", "H", "H", "O", "H", "O", "O", "O", "H", "H", "H", "H", "O", "H"], "xyz": [[2.662, -1.299, 0.171], [1.184, -0.496, -0.214], [2.917, -0.762, 0.930], [2.504, -2.173, 0.546], [-1.061, 0.607, -1.086], [-3.192, 1.252, 1.348], [1.922, 3.735, -0.796], [-3.225, 0.572, -2.002], [2.631, 4.020, -0.208], [0.775, 0.026, 0.485], [-2.678, -0.818, -2.280], [1.239, 0.870, 0.448], [-4.347, 0.274, 1.213], [-2.654, 0.088, -2.609], [-0.989, -0.203, 0.198], [-1.596, 0.321, -0.336], [-3.497, 0.504, 0.822], [-0.788, -0.564, 2.977], [-0.275, -1.379, 2.938], [-0.532, -0.088, 2.179], [1.431, -3.237, -1.064], [2.203, -2.356, -2.033], [1.962, -2.434, -1.103], [3.405, 3.541, -0.526]]}

---

{"formula": "CH3ClN2", "method": "ωB97M-V/def2-TZVPD", "largest_force_ev_per_a": 4.659, "mol_weight_g_mol": 78.5, "smiles": "ClC1NN1", "gap_ev": 10.72, "symbols": ["H", "N", "H", "H", "N", "C", "Cl"], "xyz": [[0.309, -0.356, -1.695], [-0.073, 0.965, -0.120], [-0.933, 0.935, 0.456], [0.486, -0.817, 1.240], [-0.084, -0.333, -0.775], [0.833, -0.322, 0.321], [2.444, 0.142, -0.069]]}

---

{"formula": "C11H25F3INNbO5", "method": "ωB97M-V/def2-TZVPD", "largest_force_ev_per_a": 9.466, "mol_weight_g_mol": 528.1, "total_charge": -1, "gap_ev": 7.94, "symbols": ["H", "O", "C", "H", "H", "H", "H", "H", "I", "H", "H", "C", "H", "H", "F", "C", "H", "Nb", "C", "F", "C", "C", "C", "O", "H", "H", "C", "H", "H", "H", "O", "C", "F", "H", "O", "C", "N", "H", "H", "C", "O", "H", "H", "H", "H", "H", "H"], "xyz": [[1.769, -3.198, -3.365], [-0.319, 5.248, -0.999], [-1.680, 3.113, -2.645], [-0.737, -2.723, 7.094], [1.425, 2.456, 1.036], [0.478, -2.820, 3.735], [4.239, -1.772, -4.035], [0.586, -0.104, 0.122], [-1.859, 0.909, 2.718], [-4.556, 1.040, 1.409], [0.936, -2.747, -5.592], [-2.023, 0.979, -0.372], [-2.793, 0.961, -1.271], [2.137, -0.441, -3.961], [1.801, 4.509, -1.877], [0.305, -1.829, 5.413], [-4.365, 2.905, 1.843], [0.153, 1.290, -0.967], [1.016, -1.693, -5.306], [-2.773, 3.865, -1.989], [2.106, -1.493, -4.265], [3.467, -1.910, -4.800], [0.328, 4.286, -1.659], [-2.014, 2.428, -3.773], [0.064, -0.797, 5.691], [3.474, -2.972, -5.068], [-0.732, -2.772, 6.000], [-4.702, 2.358, 0.005], [0.041, -1.400, -4.903], [3.740, -1.325, -5.683], [0.265, -1.908, 3.991], [-2.524, 1.976, 0.873], [2.245, 1.483, -1.390], [-0.537, -3.807, 5.697], [1.798, -2.262, -3.105], [1.705, -2.174, 5.897], [-0.247, 2.999, -2.195], [-2.081, -0.118, 0.097], [1.773, -2.107, 6.987], [-4.156, 2.081, 1.004], [0.482, 2.571, 0.714], [1.216, -1.101, -6.204], [-2.082, 3.058, 0.798], [2.443, -1.495, 5.457], [-0.064, 0.159, -2.384], [-1.733, -2.520, 5.634], [1.987, -3.188, 5.590]]}

---

{"formula": "C5H8O", "method": "ωB97M-V/def2-TZVPD", "largest_force_ev_per_a": 1.228, "mol_weight_g_mol": 84.1, "gap_ev": 9.28, "symbols": ["C", "H", "H", "H", "H", "H", "H", "C", "O", "C", "C", "H", "H", "C"], "xyz": [[-0.535, 0.098, -0.809], [-0.529, -0.514, 1.172], [-1.831, -1.546, 0.313], [-0.583, -0.227, -1.850], [-1.280, 2.299, -0.315], [1.177, -1.553, 0.520], [2.150, -0.804, -0.718], [1.644, -0.595, 0.245], [-2.083, 0.578, 0.599], [0.645, 0.570, -0.043], [-1.283, -0.606, 0.368], [2.439, -0.402, 0.970], [1.182, 1.461, -0.347], [-1.112, 1.240, -0.106]]}

---

{"formula": "C34H31KN4O6PS", "method": "ωB97M-V/def2-TZVPD", "largest_force_ev_per_a": 1.077, "mol_weight_g_mol": 693.8, "total_charge": -1, "gap_ev": 6.64, "symbols": ["H", "O", "C", "H", "H", "H", "C", "H", "C", "H", "C", "C", "C", "C", "N", "C", "C", "H", "O", "H", "C", "C", "H", "P", "H", "C", "S", "H", "H", "C", "H", "H", "C", "H", "C", "H", "H", "C", "C", "C", "H", "H", "C", "O", "C", "H", "O", "C", "H", "C", "H", "H", "C", "K", "C", "O", "C", "N", "C", "C", "H", "C", "C", "O", "H", "H", "H", "H", "C", "H", "C", "N", "C", "N", "H", "C", "H", "C"], "xyz": [[-3.599, -1.668, 1.900], [2.123, 1.322, 0.810], [-1.961, -3.893, -0.985], [3.954, -3.010, 1.486], [-2.889, -3.339, -0.907], [-0.496, 1.663, 0.428], [-2.132, -1.425, -3.220], [-3.014, 3.369, 0.439], [0.363, -4.005, -1.540], [-3.335, -3.486, -5.647], [-2.259, 2.640, -1.393], [1.114, -1.995, -3.797], [-3.759, -0.300, -4.610], [0.619, -1.147, -2.806], [-1.812, 1.370, -2.020], [1.287, 0.048, -2.550], [-3.353, 1.249, 0.421], [-0.829, -4.867, 4.286], [-1.295, -1.639, 1.305], [-0.616, 3.333, 0.839], [-2.748, 0.996, -2.780], [4.256, -1.862, 3.233], [-2.815, 0.320, 0.224], [-0.895, -1.485, -1.821], [2.628, -2.351, -5.266], [2.257, -1.676, -4.506], [0.787, -3.331, 2.434], [4.741, -2.582, 3.866], [-3.454, 3.841, -2.818], [-3.940, -1.439, -5.377], [1.348, -5.851, -1.099], [3.175, 1.599, 4.100], [3.257, -0.140, 2.283], [-1.307, 2.119, 1.913], [0.408, -5.317, -1.084], [-4.278, 1.241, -0.161], [-3.224, -4.822, 4.818], [3.862, -0.572, 3.488], [-3.216, -2.580, -5.068], [-2.331, -2.561, -4.001], [2.952, 1.297, -3.039], [3.829, -0.230, -4.773], [-0.729, -5.918, -0.576], [2.419, 1.957, 2.934], [2.926, -0.485, -4.232], [-1.782, -3.463, -3.761], [-3.827, 1.820, -2.952], [-0.820, -3.281, -1.509], [0.593, -2.924, -4.011], [-2.479, 2.463, 0.119], [-4.636, -1.432, -6.204], [-2.809, -5.644, -0.105], [-3.654, -3.234, 3.411], [0.681, -0.513, 0.864], [-3.545, 2.985, -2.149], [3.636, 1.302, 4.954], [2.438, 0.371, -3.261], [-1.754, -2.458, 2.205], [-0.885, -3.331, 2.823], [4.121, 0.087, 4.799], [-4.320, 0.595, -4.831], [-1.919, -5.196, -0.526], [-2.824, -4.147, 4.074], [4.755, -0.484, 5.660], [-4.394, 3.130, -1.480], [-1.484, 3.393, -1.555], [-4.714, -3.164, 3.603], [0.919, 0.743, -1.807], [-1.491, -4.178, 3.780], [-0.688, -6.930, -0.198], [-3.078, -2.410, 2.486], [3.295, -1.097, 1.360], [2.547, 1.170, 1.966], [3.917, -2.126, 1.963], [-3.629, 1.239, 1.477], [-1.164, 2.390, 0.867], [1.275, -3.542, -1.901], [-2.860, -0.280, -3.545]]}

---

Taking the records one at a time from the top gives highest occupied orbital energy values of -0.352 -0.357 -0.353 -0.227 -0.300 -0.164 Eh.